C3H4CrFO3 | the ωB97M-V functional and the def2-TZVPD basis

```
! RIJCOSX wB97M-V def2-TZVPD def2/J DEFGRID3
* xyz 0 6
C -1.60 -0.17 -0.15
C -0.75 0.61 -0.89
H -1.59 -1.23 -0.39
H -1.82 0.13 0.88
F -0.64 1.92 -0.57
H -0.54 0.46 -1.96
Cr -3.75 0.24 -1.09
O 2.21 -1.37 0.99
C 2.06 -0.08 0.55
O 2.39 0.84 1.30
O 1.44 -0.01 -0.55
H 2.60 -1.34 1.87
*
```

Properties
Largest force on an atom = 1.83 eV/A
⟨S²⟩ = 8.761
Highest occupied orbital energy (spin up / spin down) = -7.67 / -7.68 eV

C23H15Br3N6O3V | the ωB97M-V functional and the def2-TZVPD basis

```
! RIJCOSX wB97M-V def2-TZVPD def2/J DEFGRID3
* xyz 0 4
V -0.24 -0.78 -1.16
C 3.10 0.15 -1.82
C 2.98 -1.03 -0.90
C 4.13 -1.58 -0.29
C 4.02 -2.65 0.55
C 2.75 -3.22 0.78
C 2.51 -4.36 1.60
Br 3.94 -5.19 2.52
C 1.25 -4.86 1.73
C 0.17 -4.27 1.05
Br -1.55 -5.03 1.26
C 0.32 -3.16 0.24
O -0.64 -2.60 -0.42
C 1.65 -2.63 0.13
N 1.78 -1.53 -0.68
H 4.15 0.36 -2.04
H 2.65 1.01 -1.33
H 2.57 -0.05 -2.75
H 5.10 -1.13 -0.49
H 4.89 -3.07 1.03
H 1.07 -5.72 2.36
N -0.51 3.00 -3.31
C 0.33 2.08 -2.83
N -0.37 1.04 -2.43
C -1.66 1.40 -2.70
N -1.79 2.58 -3.25
C -2.76 0.53 -2.28
C -4.10 0.80 -2.48
N -5.05 0.01 -2.00
C -4.65 -1.05 -1.30
C -3.31 -1.35 -1.10
N -2.37 -0.55 -1.59
H -0.29 3.92 -3.66
H 1.39 2.20 -2.75
H -4.41 1.68 -3.04
H -5.42 -1.70 -0.89
H -2.97 -2.21 -0.53
Br -2.92 2.48 0.57
C -1.64 2.80 1.94
C -2.04 3.57 3.03
C -1.13 3.85 4.03
C 0.18 3.39 3.93
C 0.56 2.63 2.84
C -0.35 2.31 1.83
C 0.13 1.46 0.68
O 1.08 1.86 0.00
O -0.51 0.36 0.51
H -3.05 3.94 3.08
H -1.44 4.45 4.88
H 0.90 3.61 4.71
H 1.58 2.28 2.74
*
```

Properties
Largest force on an atom = 0.27 eV/A
⟨S²⟩ = 3.758
Highest occupied orbital energy (spin up / spin down) = -7.12 / -7.58 eV

C24H19N6O5Os | the ωB97M-V functional and the def2-TZVPD basis

```
! RIJCOSX wB97M-V def2-TZVPD def2/J DEFGRID3
* xyz 1 5
Os -0.68 0.18 0.01
O 2.14 -0.45 2.73
C 1.32 -1.00 2.04
N 0.06 -0.40 1.77
C -0.51 0.33 2.83
C -0.41 -0.07 4.17
C -1.01 0.70 5.14
C -1.69 1.88 4.80
C -1.81 2.28 3.49
C -1.23 1.48 2.50
N -1.33 1.68 1.12
C -1.77 2.83 0.48
O -1.92 3.92 0.97
C -2.10 2.54 -0.97
C -2.63 3.52 -1.77
C -3.08 3.17 -3.04
C -3.03 1.84 -3.42
C -2.46 0.91 -2.57
N -1.97 1.25 -1.38
C 1.54 -2.40 1.53
C 2.83 -2.90 1.51
C 3.01 -4.22 1.14
C 1.90 -4.99 0.85
C 0.65 -4.39 0.91
N 0.46 -3.11 1.23
H 0.12 -0.97 4.43
H -0.94 0.40 6.18
H -2.14 2.48 5.58
H -2.33 3.19 3.22
H -2.69 4.52 -1.38
H -3.50 3.92 -3.70
H -3.42 1.51 -4.38
H -2.40 -0.13 -2.83
H 3.66 -2.26 1.79
H 4.01 -4.66 1.12
H 1.99 -6.03 0.58
H -0.25 -4.97 0.70
O -1.05 -1.88 -2.87
N -0.29 -1.36 -3.96
O -0.16 -2.09 -4.88
O 0.09 -0.23 -3.81
C 3.01 -4.06 -3.15
C 2.07 -3.10 -2.49
C 0.76 -3.36 -2.29
C -0.18 -2.32 -1.78
N 0.43 -1.17 -1.14
C 1.71 -0.96 -1.34
C 2.54 -1.84 -2.04
H 2.55 -5.05 -3.26
H 3.93 -4.16 -2.58
H 3.27 -3.70 -4.15
H 0.31 -4.30 -2.58
H -0.94 -2.73 -1.11
H 2.12 -0.06 -0.91
H 3.58 -1.57 -2.17
*
```

Properties
Largest force on an atom = 0.72 eV/A
⟨S²⟩ = 6.054
Highest occupied orbital energy (spin up / spin down) = -10.65 / -11.04 eV

C5H14N2O | the ωB97M-V functional and the def2-TZVPD basis

```
! RIJCOSX wB97M-V def2-TZVPD def2/J DEFGRID3
* xyz 0 1
C -0.82 1.10 0.01
C -0.56 1.69 1.38
N -0.24 -2.16 -0.01
N -0.89 -1.99 1.22
O -1.20 -2.72 -0.92
H -0.70 -3.46 -1.30
H -0.47 -2.50 1.99
H -1.88 -2.22 1.19
H -1.44 0.20 0.07
H -1.38 1.79 -0.62
H 0.34 2.31 1.38
H -0.44 0.90 2.12
H -1.41 2.32 1.69
C 1.78 0.21 -0.08
C 0.55 0.61 -0.86
C 0.74 1.32 -2.00
H 0.03 -1.15 -0.73
H 2.55 0.98 -0.07
H 2.22 -0.66 -0.58
H 1.52 -0.13 0.92
H 1.72 1.69 -2.29
H -0.04 1.87 -2.50
*
```

Properties
Largest force on an atom = 4.85 eV/A
Highest occupied orbital energy = -8.14 eV

What did the fourth record say?
C5H14N2O | the ωB97M-V functional and the def2-TZVPD basis

```
! RIJCOSX wB97M-V def2-TZVPD def2/J DEFGRID3
* xyz 0 1
C -0.82 1.10 0.01
C -0.56 1.69 1.38
N -0.24 -2.16 -0.01
N -0.89 -1.99 1.22
O -1.20 -2.72 -0.92
H -0.70 -3.46 -1.30
H -0.47 -2.50 1.99
H -1.88 -2.22 1.19
H -1.44 0.20 0.07
H -1.38 1.79 -0.62
H 0.34 2.31 1.38
H -0.44 0.90 2.12
H -1.41 2.32 1.69
C 1.78 0.21 -0.08
C 0.55 0.61 -0.86
C 0.74 1.32 -2.00
H 0.03 -1.15 -0.73
H 2.55 0.98 -0.07
H 2.22 -0.66 -0.58
H 1.52 -0.13 0.92
H 1.72 1.69 -2.29
H -0.04 1.87 -2.50
*
```

Properties
Largest force on an atom = 4.85 eV/A
Highest occupied orbital energy = -8.14 eV

- Look up the largest force on an atom of the second one.
  0.27 eV/A

- largest force on an atom of number 3 (C24H19N6O5Os)?
  0.72 eV/A

Please write out number 3 again, unchanged.
C24H19N6O5Os | the ωB97M-V functional and the def2-TZVPD basis

```
! RIJCOSX wB97M-V def2-TZVPD def2/J DEFGRID3
* xyz 1 5
Os -0.68 0.18 0.01
O 2.14 -0.45 2.73
C 1.32 -1.00 2.04
N 0.06 -0.40 1.77
C -0.51 0.33 2.83
C -0.41 -0.07 4.17
C -1.01 0.70 5.14
C -1.69 1.88 4.80
C -1.81 2.28 3.49
C -1.23 1.48 2.50
N -1.33 1.68 1.12
C -1.77 2.83 0.48
O -1.92 3.92 0.97
C -2.10 2.54 -0.97
C -2.63 3.52 -1.77
C -3.08 3.17 -3.04
C -3.03 1.84 -3.42
C -2.46 0.91 -2.57
N -1.97 1.25 -1.38
C 1.54 -2.40 1.53
C 2.83 -2.90 1.51
C 3.01 -4.22 1.14
C 1.90 -4.99 0.85
C 0.65 -4.39 0.91
N 0.46 -3.11 1.23
H 0.12 -0.97 4.43
H -0.94 0.40 6.18
H -2.14 2.48 5.58
H -2.33 3.19 3.22
H -2.69 4.52 -1.38
H -3.50 3.92 -3.70
H -3.42 1.51 -4.38
H -2.40 -0.13 -2.83
H 3.66 -2.26 1.79
H 4.01 -4.66 1.12
H 1.99 -6.03 0.58
H -0.25 -4.97 0.70
O -1.05 -1.88 -2.87
N -0.29 -1.36 -3.96
O -0.16 -2.09 -4.88
O 0.09 -0.23 -3.81
C 3.01 -4.06 -3.15
C 2.07 -3.10 -2.49
C 0.76 -3.36 -2.29
C -0.18 -2.32 -1.78
N 0.43 -1.17 -1.14
C 1.71 -0.96 -1.34
C 2.54 -1.84 -2.04
H 2.55 -5.05 -3.26
H 3.93 -4.16 -2.58
H 3.27 -3.70 -4.15
H 0.31 -4.30 -2.58
H -0.94 -2.73 -1.11
H 2.12 -0.06 -0.91
H 3.58 -1.57 -2.17
*
```

Properties
Largest force on an atom = 0.72 eV/A
⟨S²⟩ = 6.054
Highest occupied orbital energy (spin up / spin down) = -10.65 / -11.04 eV